Density functional theory data (ωB97M-V with the def2-TZVPD basis set) for a cluster of 3 separate species, C14H15B3ClF16NO8 in total.

Summary:
Kohn-Sham gap	10.67	eV
2S+1	1
SMILES string	NB1OB(CC(=O)O)OB(CC(=O)Cl)O1.FC(F)C(F)(F)COC(F)(F)C(F)F.FC(F)C(F)(F)COC(F)(F)C(F)F
HOMO level	-10.54	eV
molar mass	697.13	Da

Last column: natural (NBO) charge in e.
Atoms and positions in Å:
N  1.11131  -0.41111  -1.57237  -1.079
B  0.19607  0.48621  -2.35823  1.237
O  -1.02827  -0.03729  -2.90720  -0.901
B  -1.80118  0.96761  -3.58283  1.215
C  -3.42697  1.11455  -3.49112  -0.895
C  -3.88913  1.31936  -1.96828  0.842
O  -3.07275  1.31708  -1.00711  -0.627
O  -5.30400  1.51583  -1.78559  -0.712
O  -1.03330  1.94082  -4.36848  -0.905
B  -0.24526  2.61775  -3.33802  1.189
C  -0.43595  4.23022  -3.04519  -0.861
C  -1.14814  4.29424  -1.59126  0.586
O  -2.37722  4.37251  -1.44525  -0.506
Cl  0.02813  4.18800  -0.16270  -0.089
O  0.67487  1.85512  -2.54011  -0.904
H  1.63418  0.20696  -0.92929  0.392
H  0.52212  -1.00258  -0.95768  0.389
H  -3.81717  1.94284  -4.18860  0.277
H  -3.91403  0.12399  -3.83424  0.277
H  -5.53353  1.32908  -0.83186  0.513
H  0.57895  4.75713  -2.98938  0.276
H  -1.11659  4.65918  -3.86574  0.272
F  5.80371  0.03691  1.34852  -0.318
C  4.91751  0.56741  0.48881  0.517
F  3.83169  0.91504  1.22761  -0.326
C  4.50433  -0.38627  -0.63921  0.598
F  3.76657  -1.41899  -0.16768  -0.311
F  3.67309  0.31461  -1.47083  -0.326
C  5.63949  -0.94954  -1.52187  -0.140
O  6.19351  -2.23629  -1.18263  -0.508
C  7.15490  -2.28473  -0.15164  0.847
F  7.63624  -1.04559  0.06304  -0.318
F  8.19680  -3.00085  -0.63822  -0.318
C  6.64115  -2.97075  1.12677  0.501
F  5.46691  -2.45809  1.54735  -0.317
F  7.52277  -2.81365  2.14406  -0.320
H  5.34666  1.48818  0.08378  0.144
H  5.19461  -1.11686  -2.50624  0.235
H  6.42708  -0.21231  -1.69852  0.209
H  6.49330  -4.04004  0.95838  0.155
F  -5.69001  -1.01981  3.65835  -0.320
C  -5.03638  -1.68369  4.62736  0.518
F  -5.38919  -1.09259  5.79756  -0.323
C  -3.51076  -1.66755  4.46616  0.596
F  -3.00733  -0.42727  4.66693  -0.309
F  -2.99476  -2.44386  5.46837  -0.327
C  -2.94383  -2.22349  3.14131  -0.140
O  -2.66173  -1.29454  2.07622  -0.508
C  -3.74228  -0.86644  1.27690  0.849
F  -4.77961  -1.71125  1.44581  -0.323
F  -3.34945  -1.02922  -0.00622  -0.312
C  -4.11552  0.61325  1.50354  0.489
F  -4.29570  0.89379  2.81073  -0.317
F  -5.26965  0.92497  0.87021  -0.342
H  -5.41529  -2.70934  4.65128  0.142
H  -1.96044  -2.63235  3.38770  0.232
H  -3.51477  -3.08217  2.77830  0.209
H  -3.33576  1.27589  1.12849  0.199